Record 1
104
Properties=species:S:1:pos:R:3 method="wB97M-V/def2-TZVPD" lumo_ha=-0.01221 charge=0 homo_lumo_gap_ev=10.22 smiles="O=C1OC[C@@H](F)O1.O=C1OC[C@@H](F)O1.O=C1OC[C@@H](F)O1.O=C1OC[C@@H](F)O1.O=C1OC[C@@H](F)O1.O=C1OC[C@@H](F)O1.C[C@H]1COC(=O)O1.C[C@H]1COC(=O)O1.C[C@H]1COC(=O)O1.ClCCl" relative_energy_kj_mol=389.5
C 4.68 -0.27 3.21
C 4.87 -1.28 2.09
C 3.68 -1.87 1.35
O 3.92 -1.60 0.01
C 5.09 -0.85 -0.12
O 5.51 -0.35 -1.15
O 5.66 -0.67 1.11
H 4.14 -0.73 4.04
H 4.10 0.56 2.80
H 5.63 0.07 3.63
H 5.54 -2.00 2.58
H 2.79 -1.31 1.63
H 3.57 -2.94 1.50
C -3.97 4.01 2.47
C -2.47 4.15 2.35
C -1.68 2.82 2.54
O -0.85 2.65 1.48
C -1.09 3.58 0.57
O -0.48 3.73 -0.49
O -2.15 4.40 0.96
H -4.48 4.03 1.50
H -4.52 4.81 2.97
H -4.31 3.06 2.89
H -2.10 5.06 2.81
H -2.44 2.05 2.70
H -1.15 2.89 3.49
C -5.97 0.94 -0.16
C -4.65 0.16 -0.28
C -3.40 0.98 -0.58
O -2.46 0.49 0.36
C -3.01 -0.32 1.23
O -2.42 -0.75 2.17
O -4.35 -0.46 0.98
H -5.99 1.80 0.51
H -6.71 0.26 0.25
H -6.23 1.21 -1.19
H -4.72 -0.68 -0.97
H -3.67 2.04 -0.47
H -3.03 0.72 -1.57
C 0.60 0.10 -0.85
Cl 0.91 0.30 0.91
Cl 0.00 -1.47 -1.34
H 0.03 0.94 -1.23
H 1.62 0.23 -1.21
C 0.18 0.31 4.60
C -0.75 -0.04 5.72
O 0.11 -0.56 6.59
C 1.12 -1.09 5.95
O 1.92 -1.90 6.46
O 1.03 -0.78 4.64
F -1.67 -0.90 5.26
H 0.68 1.24 4.89
H -0.22 0.29 3.59
H -1.24 0.85 6.10
C 1.81 -4.90 -2.81
C 2.36 -4.00 -1.70
O 3.70 -4.20 -1.94
C 3.96 -5.36 -2.53
O 5.08 -5.75 -2.84
O 2.76 -5.90 -2.84
F 2.10 -4.45 -0.48
H 1.83 -4.28 -3.71
H 0.78 -5.26 -2.73
H 2.07 -2.95 -1.78
C -1.87 -2.66 -4.37
C -2.36 -2.08 -5.75
O -2.39 -0.65 -5.57
C -2.18 -0.36 -4.27
O -2.31 0.76 -3.78
O -1.98 -1.51 -3.58
F -3.65 -2.49 -5.94
H -0.84 -3.00 -4.49
H -2.41 -3.58 -4.15
H -1.78 -2.45 -6.60
C -3.00 -4.76 -0.16
C -1.59 -4.52 -0.64
O -1.78 -4.90 -1.98
C -2.74 -5.81 -2.07
O -2.92 -6.43 -3.06
O -3.38 -5.84 -0.91
F -0.72 -5.35 -0.03
H -3.54 -3.84 -0.38
H -2.91 -4.94 0.92
H -1.38 -3.46 -0.49
C 1.98 4.96 1.80
C 2.44 3.85 2.75
O 3.06 2.93 1.96
C 2.87 3.16 0.73
O 3.21 2.36 -0.17
O 2.35 4.37 0.60
F 1.39 3.12 3.23
H 2.48 5.90 2.00
H 0.90 5.10 1.91
H 3.04 4.25 3.57
C 1.53 3.98 -2.99
C 2.50 2.88 -3.35
O 2.98 3.32 -4.54
C 2.25 4.35 -5.02
O 2.45 4.98 -6.05
O 1.31 4.71 -4.16
F 1.70 1.82 -3.46
H 1.88 4.68 -2.22
H 0.53 3.72 -2.64
H 3.23 2.54 -2.61

=====

Record 2
60
Properties=species:S:1:pos:R:3 method="wB97M-V/def2-TZVPD" lumo_ha=0.07935 charge=-1 homo_lumo_gap_ev=6.84 relative_energy_kj_mol=70.1
Na -0.12 2.05 -0.08
Cl 2.55 -1.09 6.24
C 2.08 -0.12 4.85
C 3.04 0.16 3.86
C 2.69 0.91 2.77
Cl 3.87 1.21 1.53
C 1.37 1.47 2.58
O 1.08 2.15 1.56
C 0.43 1.14 3.63
C -0.96 1.61 3.62
O -1.51 2.36 2.84
C 0.81 0.36 4.73
H 4.04 -0.24 3.95
H -1.56 1.18 4.45
H 0.07 0.13 5.49
C 0.79 -4.20 -3.50
C -0.59 -4.20 -2.86
C -0.78 -5.47 -2.05
C -2.16 -5.49 -1.40
C -2.34 -4.26 -0.55
C -3.15 -4.28 0.56
C -3.30 -3.13 1.34
F -4.10 -3.20 2.42
C -2.65 -1.98 1.04
C -1.82 -1.94 -0.08
C -1.12 -0.67 -0.40
O -1.14 0.28 0.40
C -0.43 -0.66 -1.67
C -0.28 -1.81 -2.36
N -0.81 -3.02 -2.00
C -1.65 -3.08 -0.88
C 0.13 0.63 -2.27
O 1.17 0.53 -2.96
O -0.56 1.66 -2.02
H 0.97 -5.17 -3.97
H 1.56 -4.03 -2.74
H 0.90 -3.44 -4.28
H -1.35 -4.19 -3.66
H -0.01 -5.50 -1.27
H -0.64 -6.33 -2.70
H -2.30 -6.39 -0.80
H -2.93 -5.52 -2.18
H -3.68 -5.19 0.84
H -2.74 -1.08 1.65
H 0.30 -1.78 -3.26
O -0.97 4.75 1.24
C 0.26 5.44 1.13
C 0.90 5.35 -0.23
C 1.59 6.44 -0.76
C 2.21 6.31 -1.99
C 2.12 5.10 -2.67
C 1.41 4.06 -2.07
N 0.82 4.19 -0.88
H -0.79 3.81 1.41
H 0.98 5.08 1.88
H 0.05 6.49 1.35
H 1.63 7.38 -0.21
H 2.75 7.14 -2.43
H 2.59 4.96 -3.63
H 1.31 3.10 -2.56

=====

Record 3
25
Properties=species:S:1:pos:R:3 method="wB97M-V/def2-TZVPD" lumo_ha=-0.10774 charge=+1 homo_lumo_gap_ev=10.98 relative_energy_kj_mol=194.7
C 3.86 0.58 -0.24
C 2.77 -0.37 0.30
C 1.39 0.30 0.23
C 0.18 -0.58 0.59
C -1.70 0.73 -0.05
N -1.48 0.72 -1.38
N -2.74 1.44 0.48
N -3.15 -1.65 -0.15
O -0.92 0.29 0.90
H 3.73 1.60 0.19
H 4.69 0.18 0.22
H 3.80 0.63 -1.33
H 2.93 -1.30 -0.38
H 3.14 -0.79 1.23
H 1.20 1.04 0.99
H 1.11 0.77 -0.69
H -0.02 -1.16 -0.22
H 0.41 -1.18 1.38
H -0.65 0.30 -1.67
H -2.24 1.05 -1.91
H -3.59 1.28 -0.01
H -2.79 1.48 1.48
H -4.05 -1.34 -0.41
H -2.93 -1.42 0.80
H -2.97 -2.61 -0.34

=====

Record 4
10
Properties=species:S:1:pos:R:3 method="wB97M-V/def2-TZVPD" lumo_ha=-0.51257 charge=+2 homo_lumo_gap_ev=3.02 relative_energy_kj_mol=362.8
Sn -2.29 -23.20 9.80
O -5.11 -19.25 8.41
H -4.74 -18.49 7.96
H -6.06 -19.13 8.36
O 0.16 -24.23 14.15
H -0.16 -24.88 14.78
H 0.92 -23.84 14.57
O -4.30 -26.88 12.76
H -3.81 -27.64 13.08
H -5.15 -26.94 13.19

=====

Record 5
29
Properties=species:S:1:pos:R:3 method="wB97M-V/def2-TZVPD" lumo_ha=-0.39597 charge=+2 homo_lumo_gap_ev=4.08 relative_energy_kj_mol=906.3
Mg 0.27 0.17 1.24
C 1.86 -3.65 -1.26
O 1.42 -2.62 -0.85
N 1.20 -4.65 -1.65
N 3.14 -3.75 -1.33
H 1.78 -5.41 -1.97
H 0.20 -4.70 -1.81
H 3.42 -4.51 -1.93
H 3.75 -2.97 -1.13
C -1.49 3.33 -2.23
O -1.05 2.45 -1.48
N -2.20 3.08 -3.24
N -1.68 4.58 -1.97
H -2.71 3.88 -3.59
H -2.48 2.11 -3.30
H -2.28 5.09 -2.59
H -1.35 4.91 -1.07
O -2.65 -1.46 1.24
H -2.93 -1.88 0.42
H -3.47 -1.29 1.71
O 1.00 -1.51 3.92
H 1.59 -2.27 3.92
H 1.04 -1.17 4.81
O -1.73 2.18 3.03
H -1.95 3.02 3.43
H -2.51 1.65 3.13
O 3.02 1.51 1.46
H 3.38 1.80 2.29
H 3.43 2.08 0.81

=====

Record 6
64
Properties=species:S:1:pos:R:3 method="wB97M-V/def2-TZVPD" multiplicity=2 lumo_ha="0.04947 / 0.04658" charge=-1 homo_lumo_gap_ev="6.60 / 6.43" relative_energy_kj_mol=481.7
Re 1.13 0.79 0.68
N -2.22 3.51 0.69
C -1.85 3.48 -0.65
N -2.42 4.29 -1.54
N -1.86 3.97 -2.69
N -0.98 3.04 -2.50
N -0.94 2.69 -1.21
C -1.81 2.60 1.61
N -2.34 2.43 2.84
N -1.70 1.45 3.42
N -0.80 1.04 2.59
N -0.80 1.71 1.45
H -3.01 4.10 0.90
Cl 3.35 0.91 3.29
C 3.62 -0.39 2.18
C 2.76 -0.55 1.07
C 3.03 -1.71 0.32
Cl 1.96 -2.11 -0.97
C 4.07 -2.59 0.59
Cl 4.33 -3.98 -0.39
C 4.91 -2.36 1.67
Cl 6.19 -3.45 2.04
C 4.67 -1.26 2.48
Cl 5.65 -1.01 3.87
C 0.02 1.77 -5.13
O 0.55 0.65 -4.44
P 0.09 0.13 -2.96
O 1.42 0.50 -2.03
C 2.37 1.45 -2.52
O 0.67 -1.43 -3.30
C -0.24 -2.36 -3.82
H 0.38 1.69 -6.16
H 0.36 2.71 -4.70
H -1.07 1.76 -5.13
H 1.96 2.46 -2.46
H 2.65 1.22 -3.55
H 3.25 1.39 -1.88
H 0.12 -3.36 -3.56
H -0.31 -2.28 -4.91
H -1.24 -2.23 -3.39
O 2.04 2.37 1.34
O 2.09 2.65 0.04
C -1.36 -1.67 3.83
C -0.84 -1.38 2.42
C -0.03 -2.59 1.96
C 0.08 -0.11 2.49
C -1.98 -1.05 1.45
C -1.74 -0.94 0.08
C -2.73 -0.52 -0.79
C -3.99 -0.18 -0.31
C -4.24 -0.27 1.05
C -3.25 -0.71 1.91
H -0.55 -2.04 4.45
H -2.14 -2.44 3.79
H -1.77 -0.78 4.30
H 0.81 -2.74 2.64
H 0.38 -2.45 0.96
H -0.66 -3.48 1.96
H 0.68 -0.18 3.40
H -0.76 -1.16 -0.33
H -2.50 -0.44 -1.84
H -4.75 0.17 -1.00
H -5.20 0.02 1.44
H -3.47 -0.73 2.97

=====

Record 7
22
Properties=species:S:1:pos:R:3 method="wB97M-V/def2-TZVPD" multiplicity=2 lumo_ha="0.21196 / 0.22271" charge=-2 homo_lumo_gap_ev="2.67 / 7.83" relative_energy_kj_mol=48.6
C 2.42 1.35 1.54
C 3.38 0.57 0.60
O 3.32 -0.68 0.64
O 4.09 1.30 -0.14
H 1.86 0.68 2.19
H 1.93 2.11 0.95
H 3.01 2.03 2.16
C -1.03 -0.10 0.75
C -0.69 1.41 0.63
C -1.57 -0.71 -0.52
C -2.07 -1.98 -0.73
C -1.53 -1.04 -2.63
N -1.18 -0.16 -1.72
N -2.01 -2.16 -2.08
H -0.23 -0.68 1.20
H -1.82 -0.14 1.52
H 0.02 1.46 -0.18
H -2.45 -2.70 -0.04
H -1.45 -1.04 -3.71
H -2.14 -3.09 -2.51
H -0.26 1.64 1.60
H -1.62 1.94 0.45

=====

Record 8
49
Properties=species:S:1:pos:R:3 method="wB97M-V/def2-TZVPD" multiplicity=3 lumo_ha="-0.49283 / -0.48318" charge=+3 homo_lumo_gap_ev="5.41 / 5.67"
C -1.75 2.53 2.60
C -2.53 1.24 2.83
C -1.72 -0.01 2.42
C -1.71 -0.16 0.89
C -2.86 -1.15 0.51
C -0.33 -0.53 0.24
P 0.35 -2.10 0.88
N 1.83 -2.19 0.31
C -0.50 -0.58 -1.30
C 0.78 -0.69 -2.14
C 0.70 0.17 -3.40
C 0.93 -2.16 -2.66
N 2.01 -0.39 -1.31
O 3.04 -0.41 -1.94
C 1.94 0.68 -0.25
C 2.07 2.08 -0.85
C 3.16 0.48 0.67
C 0.67 0.57 0.63
H -0.69 2.39 2.75
H -1.90 2.96 1.61
H -2.08 3.28 3.31
H -3.48 1.25 2.30
H -2.72 1.15 3.89
H -0.72 0.06 2.81
H -2.23 -0.88 2.83
H -1.96 0.86 0.45
H -3.65 -1.20 1.25
H -3.35 -0.82 -0.45
H -2.48 -2.13 0.27
H -0.49 -3.18 0.55
H 0.32 -1.98 2.28
H 1.96 -3.06 -0.20
H -0.99 0.40 -1.60
H -1.19 -1.38 -1.56
H 0.35 1.18 -3.22
H 1.62 0.14 -3.96
H -0.05 -0.32 -4.03
H 1.59 -2.70 -2.01
H 1.38 -2.15 -3.64
H -0.03 -2.65 -2.74
H 1.27 2.35 -1.53
H 2.02 2.76 -0.01
H 3.04 2.23 -1.30
H 4.09 0.58 0.13
H 3.15 1.25 1.44
H 3.09 -0.48 1.15
H 0.99 0.44 1.66
H 0.15 1.52 0.60
Ti -3.08 0.75 -1.17